[1]
This record from the Open Molecules 2025 dataset describes the molecule C5H10O. The level of theory is the ωB97M-V functional and the def2-TZVPD basis.

The geometry in ORCA input format:
```
! RIJCOSX wB97M-V def2-TZVPD def2/J DEFGRID3
* xyz 0 1
O 0.671 1.326 -0.695
C 1.490 0.296 -0.176
C -1.370 0.138 -0.158
C -0.558 -1.019 0.433
C 0.820 -1.077 -0.234
C -0.552 1.416 0.010
H 2.415 0.311 -0.762
H -1.572 -0.052 -1.221
H -0.363 1.572 1.087
H -1.084 -1.976 0.337
H -1.059 2.323 -0.330
H 1.745 0.531 0.872
H -0.425 -0.834 1.509
H 1.465 -1.813 0.263
H -2.337 0.247 0.347
H 0.714 -1.390 -1.281
*
```

Summary:
LUMO = 0.0429 Ha
HOMO-LUMO gap = 10.74 eV
highest occupied orbital energy = -9.57 eV
structure (SMILES) = C1CCOCC1
relative energy (zero: lowest compared OMol25 entry of this formula, charge and spin) = 31.5 kJ/mol
E = -271.74062 Eh

natural (NBO) atomic charge list, values in e, 4 entries: -0.5295 -0.0655 -0.4295 -0.3978

***

[2]
This record from the Open Molecules 2025 dataset describes the molecule C3H5NO in a non-equilibrium geometry. The level of theory is the ωB97M-V functional and the def2-TZVPD basis.

The geometry in ORCA input format:
```
! RIJCOSX wB97M-V def2-TZVPD def2/J DEFGRID3
* xyz 0 1
O -0.399 -0.626 -1.305
N -0.021 2.470 -0.518
C -0.436 -0.084 -0.024
C -0.287 1.340 -0.149
C 0.648 -0.627 0.785
H 0.536 -0.119 1.798
H -1.427 -0.265 0.371
H -0.856 -0.171 -2.127
H 0.649 -1.716 0.933
H 1.594 -0.202 0.235
*
```

Summary:
LUMO = 0.0238 Ha
HOMO-LUMO gap = 11.76 eV
highest occupied orbital energy = -11.11 eV
structure (SMILES) = C[C@H](O)C#N
relative energy (zero: lowest compared OMol25 entry of this formula, charge and spin) = 149.9 kJ/mol
E = -247.25014 Eh

natural (NBO) atomic charge list, values in e, 4 entries: -0.7245 -0.3064 -0.0199 0.2530

***

[3]
This record from the Open Molecules 2025 dataset describes the molecule C3H4ClN in a non-equilibrium geometry. The level of theory is the ωB97M-V functional and the def2-TZVPD basis.

The geometry in ORCA input format:
```
! RIJCOSX wB97M-V def2-TZVPD def2/J DEFGRID3
* xyz 0 1
Cl 1.387 -0.698 -0.067
N -2.361 -0.769 -0.042
C 0.028 0.292 0.344
C 0.128 1.762 -0.099
C -1.369 -0.205 -0.131
H 0.611 2.287 0.715
H -0.868 2.076 -0.213
H -0.113 -0.012 1.329
H 0.599 1.798 -1.069
*
```

Summary:
LUMO = 0.0250 Ha
HOMO-LUMO gap = 12.13 eV
highest occupied orbital energy = -11.44 eV
structure (SMILES) = C[C@H](Cl)C#N
relative energy (zero: lowest compared OMol25 entry of this formula, charge and spin) = 53.8 kJ/mol
E = -631.61713 Eh

natural (NBO) atomic charge list, values in e, 4 entries: 0.0154 -0.3026 -0.2809 -0.6057

***

[4]
This record from the Open Molecules 2025 dataset describes a structure of composition C23H25HfN2O in a non-equilibrium geometry. The level of theory is the ωB97M-V functional and the def2-TZVPD basis.

The geometry in ORCA input format:
```
! RIJCOSX wB97M-V def2-TZVPD def2/J DEFGRID3
* xyz 1 1
Hf -0.136 0.483 1.902
O -0.690 1.823 0.528
N -2.262 1.793 4.336
N -1.462 1.733 -1.635
C -2.259 -2.334 2.167
C -0.148 -2.473 1.242
C -1.314 -2.214 3.213
C -1.341 1.177 -0.436
C 3.333 1.807 -2.623
C 2.159 2.483 -2.273
C -2.000 -1.677 -0.358
C -0.348 2.612 -2.130
C -1.300 -2.153 -1.623
C 3.276 0.492 -3.101
C 2.030 -0.130 -3.227
C 2.023 0.522 0.772
C -3.515 -1.551 -0.490
C 0.914 1.852 -2.388
C 2.269 -0.393 1.834
C 2.070 0.285 3.075
C 0.853 0.553 -2.891
C -0.001 -2.263 2.638
C -1.528 1.361 3.518
C -1.556 -2.413 0.913
C -1.421 -0.260 0.062
C 1.721 1.806 1.361
C 1.701 1.640 2.793
H -2.367 1.851 -2.061
H 1.952 -1.151 -3.607
H 0.927 -2.347 3.204
H -1.521 -2.205 4.282
H 2.626 -1.416 1.702
H -0.206 -2.062 -1.551
H -1.626 -1.553 -2.485
H 2.193 0.331 -0.288
H -3.778 -1.027 -1.424
H -1.967 -0.104 1.052
H -0.300 -0.521 0.128
H 2.212 3.518 -1.940
H -4.005 -2.534 -0.504
H 2.292 -0.114 4.059
H -0.735 3.044 -3.057
H -0.126 0.107 -3.071
H -0.179 3.405 -1.395
H 1.485 2.415 3.525
H -1.556 -3.203 -1.829
H 4.191 -0.044 -3.390
H 1.754 2.757 0.830
H -3.949 -1.003 0.359
H 0.652 -2.659 0.529
H 4.303 2.299 -2.536
H -3.342 -2.346 2.288
*
```

Summary:
LUMO = -0.1756 Ha
HOMO-LUMO gap = 6.10 eV
highest occupied orbital energy = -10.88 eV
relative energy (zero: lowest compared OMol25 entry of this formula, charge and spin) = 207.6 kJ/mol
E = -1123.87834 Eh

natural (NBO) atomic charge list, values in e, 4 entries: 1.9862 -0.7276 -0.2740 -0.5889